[1]
{
  "formula": "H80O40",
  "method": "the ωB97M-V functional and the def2-TZVPD basis",
  "species": ["H", "H", "O", "H", "H", "O", "H", "H", "O", "H", "H", "O", "H", "H", "O", "H", "O", "H", "O", "H", "H", "O", "H", "H", "O", "H", "H", "O", "H", "H", "O", "H", "O", "H", "H", "O", "H", "H", "O", "H", "H", "O", "H", "H", "O", "H", "H", "O", "H", "H", "O", "H", "O", "H", "H", "O", "H", "O", "H", "H", "O", "H", "H", "O", "H", "H", "O", "H", "H", "O", "H", "H", "O", "H", "H", "O", "H", "H", "O", "H", "H", "O", "H", "H", "O", "H", "H", "O", "H", "O", "H", "H", "O", "H", "H", "H", "H", "H", "H", "O", "H", "H", "O", "H", "H", "O", "H", "H", "O", "H", "H", "O", "H", "H", "O", "H", "H", "O", "H", "H"],
  "positions_angstrom": [[1.34223, -3.33113, 4.68215], [0.68628, -2.54003, 5.81776], [1.10942, -3.36875, 5.60619], [-0.06398, -5.02412, 1.68338], [0.27849, -4.17453, 0.30750], [-0.33687, -4.60555, 0.87733], [-0.57879, 5.55420, -4.10365], [-0.95236, 4.48464, -5.20805], [-0.22932, 4.88554, -4.71939], [2.88550, -2.15622, -2.04058], [2.31762, -1.21549, -1.29052], [2.73854, -2.08605, -1.05920], [-2.52055, -4.62462, -2.13718], [-2.84006, -3.27476, -2.81227], [-2.28005, -3.69023, -2.07435], [1.37866, 2.49338, 4.66424], [2.32486, 2.73307, 4.50801], [3.03837, -4.46910, 0.93832], [3.08012, -5.35055, 1.42314], [5.50464, -3.13519, -0.02663], [3.82216, -3.25082, 0.22336], [4.71017, -3.17234, 0.51763], [-0.50615, 3.57818, 2.37821], [-1.89794, 3.88695, 1.69840], [-0.95948, 4.07194, 1.68862], [3.19535, -0.89027, 3.29200], [3.10047, -1.13622, 4.84947], [2.77978, -0.62502, 4.11418], [-4.89892, -2.75440, -0.56164], [-4.21855, -1.50913, 0.03206], [-4.84473, -1.81141, -0.70363], [-1.32719, -2.56779, 2.87857], [-0.85010, -2.74600, 3.69855], [-4.39244, 2.17679, 3.30832], [-3.43574, 1.70963, 4.50087], [-4.17866, 2.25032, 4.23524], [-2.69125, -0.95003, 3.67243], [-1.90284, -0.36389, 2.51570], [-2.57021, -0.15022, 3.16846], [1.89729, -1.33109, -3.51533], [1.97203, -2.22470, -4.76392], [2.30134, -2.16353, -3.85410], [-2.18186, -1.57189, 0.96440], [-2.89100, -2.75217, 0.67006], [-2.99448, -2.01556, 1.28626], [-4.32499, -0.84041, -2.01196], [-4.16294, -1.02496, -3.49167], [-3.94733, -0.41346, -2.78855], [1.58964, -2.72006, 0.62811], [1.10025, -1.31636, 0.66488], [1.29951, -2.06104, 1.25317], [5.01605, -1.48129, -1.79590], [5.82775, -1.86673, -2.14211], [-4.43901, 2.99979, -2.06804], [-4.34495, 2.18255, -3.38145], [-3.83483, 2.65950, -2.71906], [-0.36183, -3.62757, -1.82971], [0.59050, -3.68655, -1.76632], [0.27380, 1.70169, 0.43395], [1.59339, 1.36184, 1.17895], [1.12985, 1.26966, 0.32661], [-0.96473, -1.73794, -0.96792], [-1.77106, -0.75300, -1.77858], [-1.54475, -0.97739, -0.86641], [-2.58269, 2.90221, -4.33293], [-1.32219, 3.12584, -4.89479], [-2.04703, 2.50523, -5.04191], [-2.45224, -4.95402, 1.96990], [-3.97573, -5.13416, 1.47321], [-3.08758, -4.86719, 1.27166], [-0.66047, 2.88422, -2.68139], [-1.56377, 2.49522, -1.53893], [-0.72557, 2.23940, -1.94952], [5.16073, 0.76662, 4.21804], [3.76753, 1.41908, 4.63651], [4.71628, 1.27420, 4.88951], [-1.91460, 4.46521, -1.81731], [-3.30539, 5.28586, -2.15103], [-2.36088, 5.15533, -2.29068], [2.53013, 3.21363, 1.05507], [1.21189, 3.68055, 1.35055], [2.05659, 3.50710, 1.83831], [-4.77642, 3.64077, 0.10132], [-3.93833, 4.76379, 0.47406], [-3.95379, 4.03738, -0.20834], [-4.30837, 1.97899, 1.18079], [-5.07485, 0.54816, 1.38279], [-5.09474, 1.45687, 1.08318], [1.04002, -0.24990, 2.44123], [0.63846, 0.33388, 3.09201], [1.86952, 4.38849, -2.61713], [2.37179, 4.51071, -1.28197], [2.51841, 4.94213, -2.15023], [5.49494, -2.55534, -2.74408], [2.53646, 3.15632, 5.34973], [1.12043, -3.04992, -2.24681], [2.55090, -5.21711, 2.20369], [0.06255, -2.71635, 3.39121], [1.13229, 1.14937, 3.05557], [0.59710, -0.22932, -2.45000], [-0.30342, 0.00143, -2.63492], [1.13169, 0.54002, -2.21867], [-1.73337, -2.36013, -5.02145], [-1.74977, -2.96427, -5.76666], [-1.31647, -1.56280, -5.37373], [5.40432, 0.65248, -3.62854], [5.92975, 0.62760, -2.81330], [5.53131, -0.33794, -3.88966], [-2.57749, 1.25319, 0.23928], [-2.33765, 0.33249, 0.45109], [-2.64547, 1.19729, -0.76201], [-0.57241, 1.05554, 5.62078], [0.05887, 1.07050, 4.88588], [-0.44412, 0.22234, 6.09078], [5.14139, 1.52767, -0.61997], [4.22710, 1.42684, -0.40281], [5.76015, 0.81970, -0.70074], [3.08672, 1.69011, -2.24967], [3.29868, 0.94212, -2.79639], [3.23470, 2.55252, -2.67896]],
  "atomic_forces_ev_per_a": [[0.11, 0.16, -0.18], [-0.25, 0.31, -0.17], [0.47, -0.56, 0.59], [1.14, 0.07, 0.04], [1.26, -0.07, -0.20], [-2.39, -0.19, 0.01], [-0.29, -0.46, -0.40], [-0.23, 1.08, -0.17], [0.55, -0.03, 0.48], [0.60, -1.66, 0.85], [-0.21, -0.33, 1.85], [-0.18, 2.21, -2.93], [0.19, 0.02, 0.25], [1.45, -0.62, 1.52], [-1.52, 0.61, -1.60], [1.09, 0.35, -0.12], [-1.45, -0.32, 0.61], [0.19, -2.19, 1.28], [-0.15, 1.52, -1.39], [-1.18, -0.12, -0.82], [0.13, 0.53, -1.91], [1.67, 0.19, 2.54], [-0.62, -0.07, 0.29], [-0.08, -0.49, 0.27], [0.76, 0.36, -0.50], [0.35, -0.49, 0.20], [0.63, -0.43, 0.13], [-0.60, 0.34, -0.22], [-0.06, -0.38, -0.06], [-0.99, -0.58, -1.03], [0.69, 0.90, 1.27], [-0.26, -0.16, -0.04], [-0.08, -0.01, -0.37], [0.30, -0.66, -0.20], [0.27, -0.38, -0.65], [-0.58, 0.98, 0.84], [0.03, -0.42, 0.24], [0.33, 0.14, 0.36], [-0.31, 0.87, -0.11], [-0.25, -0.41, -0.45], [0.20, -0.14, 0.34], [-0.24, 0.83, 0.05], [-0.60, 0.27, 0.34], [-0.44, -1.08, 0.27], [1.27, 0.21, -0.62], [-0.30, -0.33, 0.53], [0.02, -0.07, -0.40], [0.56, 0.47, -0.50], [0.20, -0.30, -0.40], [-0.03, 0.06, 0.07], [-0.41, 0.73, 0.42], [-0.13, 0.03, 0.32], [-0.21, -0.41, -0.46], [-0.40, 0.19, 0.30], [-0.14, -0.32, 0.31], [0.61, -0.13, -0.56], [-0.46, 0.40, -0.90], [0.64, -0.91, 1.34], [-0.15, -0.06, 0.00], [-0.50, 0.20, -0.58], [0.60, -0.45, 0.15], [0.22, -0.18, 0.00], [-0.63, -0.05, 0.18], [0.18, -0.28, -0.09], [-0.74, -0.64, 0.01], [0.64, -0.95, -0.39], [0.06, 0.97, 0.68], [-0.08, -0.21, 0.72], [-0.17, -0.33, 0.90], [-0.07, 0.50, -1.80], [0.14, -0.55, 0.22], [0.08, -0.23, 0.09], [-0.18, 0.87, -0.42], [-0.16, -0.18, -0.41], [1.27, -0.38, -0.05], [-0.79, 0.70, 0.58], [-0.80, -0.34, 0.79], [0.48, -0.92, 0.59], [0.64, 1.59, -1.51], [0.89, -0.13, 0.08], [0.48, 0.29, 0.92], [-1.39, 0.06, -1.26], [-0.31, -0.69, -0.32], [0.52, -0.58, -1.22], [-0.53, 1.29, 1.77], [1.14, -0.98, 0.13], [0.87, 0.15, 0.27], [-2.26, 0.83, -0.34], [0.11, -0.17, 0.31], [-1.09, 0.13, -0.37], [0.13, 0.60, -0.65], [0.61, 0.80, -0.14], [-0.85, -1.47, 0.72], [0.30, 0.19, 0.28], [0.29, 0.06, -0.06], [-0.71, 0.20, -0.39], [-0.25, 0.06, 0.49], [-0.01, 0.16, -0.05], [0.57, 0.33, -0.05], [1.80, -1.32, -0.37], [-0.24, 0.96, 0.01], [-0.61, 0.74, 0.14], [0.11, 0.24, 0.04], [-0.03, -0.16, -0.10], [-0.18, -0.04, 0.12], [0.51, -3.14, -0.50], [-0.25, 0.53, -0.18], [-0.37, 2.63, 0.39], [0.44, -0.34, -1.68], [-0.12, 0.70, -0.17], [-0.21, 0.10, 1.76], [0.08, 0.46, 0.19], [-0.45, -0.86, 0.25], [0.14, 0.18, -0.33], [1.39, 2.22, -0.06], [-0.41, -1.22, -0.17], [-0.45, -1.14, 0.59], [-1.60, 0.73, 0.83], [0.90, 0.29, -0.93], [0.31, -0.91, -0.16]],
  "orbital_gap_ev": 9.69,
  "homo_ha": -0.3810
}

[2]
{
  "formula": "C45H36IrN6O2P2",
  "method": "the ωB97M-V functional and the def2-TZVPD basis",
  "species": ["Ir", "C", "P", "C", "C", "C", "C", "C", "C", "C", "C", "C", "C", "C", "C", "C", "C", "C", "C", "C", "P", "C", "C", "C", "C", "C", "C", "C", "C", "C", "C", "C", "C", "N", "H", "H", "H", "H", "H", "H", "H", "H", "H", "H", "H", "H", "H", "H", "H", "H", "H", "H", "H", "H", "H", "H", "H", "H", "H", "H", "O", "C", "O", "C", "C", "C", "C", "C", "C", "N", "C", "C", "C", "C", "C", "C", "N", "H", "H", "H", "H", "H", "H", "H", "H", "H", "H", "N", "C", "N", "C", "N"],
  "positions_angstrom": [[-1.03522, -0.75088, 0.32251], [0.18908, 0.73072, 3.28551], [0.82868, -0.72108, 2.29791], [0.65938, -2.14208, 3.41091], [-0.48982, -2.29308, 4.19051], [-0.59442, -3.35198, 5.07131], [0.42038, -4.29678, 5.14401], [1.54058, -4.17858, 4.33231], [1.66158, -3.11208, 3.46171], [2.62798, -0.49128, 2.15101], [3.34978, 0.33692, 3.00511], [4.71938, 0.45192, 2.85831], [5.38188, -0.26698, 1.87701], [4.67238, -1.12008, 1.04471], [3.29848, -1.22258, 1.17031], [-0.73642, 1.56322, 2.49821], [-1.14002, 2.90782, 2.73271], [-2.06162, 3.21512, 1.75711], [-2.21582, 2.05402, 0.96231], [-3.06012, 1.78632, -0.20529], [-1.82872, 1.20632, -1.51139], [-2.77182, 0.43532, -2.83279], [-2.46342, 0.75512, -4.15529], [-3.11642, 0.10352, -5.18289], [-4.04372, -0.88918, -4.89999], [-4.33062, -1.22638, -3.58229], [-3.69252, -0.57308, -2.54739], [-1.23272, 2.79182, -2.18559], [-2.14592, 3.82882, -2.37039], [-1.71272, 5.04862, -2.84959], [-0.37792, 5.24422, -3.16859], [0.52438, 4.20192, -3.02619], [0.10368, 2.98272, -2.52259], [-1.36872, 1.08722, 1.41011], [1.00818, 1.35112, 3.65791], [-0.33672, 0.33292, 4.16281], [-1.30002, -1.57938, 4.11421], [-1.46462, -3.43898, 5.70551], [0.33868, -5.12628, 5.82831], [2.33068, -4.91178, 4.38391], [2.54228, -3.01248, 2.84271], [2.86818, 0.87082, 3.80821], [5.26758, 1.10272, 3.52071], [6.44978, -0.16388, 1.76971], [5.19198, -1.70238, 0.29941], [2.74338, -1.87398, 0.50821], [-0.77632, 3.54072, 3.51811], [-2.57902, 4.14222, 1.61791], [-3.63472, 2.65862, -0.51259], [-3.73082, 0.93972, -0.02939], [-1.71902, 1.50872, -4.37079], [-2.90352, 0.37612, -6.20479], [-4.53772, -1.40368, -5.70949], [-5.04802, -2.00288, -3.36999], [-3.90532, -0.83988, -1.51929], [-3.19662, 3.68242, -2.17379], [-2.42572, 5.84822, -2.97309], [-0.04842, 6.20442, -3.53169], [1.55758, 4.34412, -3.30289], [0.81618, 2.18212, -2.39869], [6.01858, 3.12572, -0.95629], [5.05498, 2.93212, -0.06419], [5.13028, 3.36562, 1.05561], [3.87088, 2.11202, -0.45549], [2.68008, 2.31092, 0.24961], [1.59828, 1.49712, 0.03951], [1.65588, 0.41262, -0.86089], [2.85858, 0.23762, -1.58149], [3.93148, 1.07402, -1.38669], [0.59018, -0.43458, -0.97739], [0.49458, -1.26428, -2.04529], [-0.42712, -2.30598, -2.04699], [-0.54772, -3.22238, -3.12269], [-1.47322, -4.22718, -3.05549], [-2.27552, -4.33058, -1.90979], [-2.11442, -3.41538, -0.89169], [-1.22802, -2.42028, -0.93639], [5.84098, 2.78402, -1.84299], [2.62748, 3.12052, 0.96091], [0.67048, 1.70432, 0.54391], [2.95768, -0.58028, -2.27639], [4.83728, 0.88102, -1.94209], [1.12008, -1.12008, -2.91309], [0.10328, -3.09748, -3.97399], [-1.57812, -4.94448, -3.85209], [-3.00602, -5.11488, -1.82119], [-2.72582, -3.48038, -0.00109], [-5.57202, -3.37098, 4.41011], [-4.75782, -3.07238, 3.65201], [-3.82232, -2.81248, 2.82111], [-3.14932, -2.04908, 2.14921], [-2.43072, -1.41948, 1.44701]],
  "atomic_forces_ev_per_a": [[1.56, 3.00, 0.65], [-0.05, -0.31, 0.02], [-1.15, 0.20, 0.92], [-0.11, -0.12, -0.51], [-0.01, 0.13, -0.11], [-0.05, -0.04, 0.03], [0.10, 0.06, -0.10], [-0.04, -0.10, 0.06], [0.00, 0.21, -0.03], [-0.26, -0.37, -0.85], [-0.26, -0.01, 0.15], [0.04, -0.03, 0.04], [-0.07, -0.04, 0.00], [0.06, -0.02, 0.06], [0.03, 0.02, 0.15], [0.18, 1.75, 0.50], [1.15, -1.85, 0.16], [-0.77, -1.25, -1.40], [0.07, 1.56, 0.60], [0.31, -0.67, -0.82], [-2.37, 0.05, 1.45], [0.71, -0.20, -0.10], [-0.01, -0.03, 0.16], [-0.12, -0.09, -0.16], [0.08, 0.08, -0.03], [-0.03, -0.05, -0.05], [0.10, 0.06, 0.05], [0.87, -0.42, 0.21], [-0.18, -0.26, 0.06], [0.00, 0.05, -0.03], [0.04, -0.12, 0.03], [0.03, 0.13, -0.02], [-0.09, -0.05, -0.07], [0.26, -1.35, -0.66], [0.02, -0.29, -0.08], [0.30, -0.18, -0.13], [0.00, 0.05, 0.10], [-0.07, -0.03, 0.00], [-0.02, -0.07, 0.09], [0.04, -0.08, 0.02], [0.05, -0.06, 0.07], [-0.02, 0.11, 0.02], [0.06, 0.07, 0.04], [0.14, -0.02, -0.02], [0.04, -0.05, -0.10], [-0.03, -0.09, -0.06], [0.02, 0.08, 0.22], [-0.20, 0.19, -0.05], [0.07, -0.16, -0.06], [-0.16, 0.16, -0.04], [-0.03, 0.09, -0.05], [0.02, -0.03, -0.12], [-0.09, -0.04, -0.06], [-0.13, -0.07, 0.03], [-0.04, -0.04, 0.07], [-0.06, 0.06, 0.05], [-0.07, 0.09, -0.04], [0.05, 0.09, -0.07], [0.11, 0.00, 0.01], [0.07, -0.02, -0.03], [0.54, 0.14, -0.26], [-0.24, 0.12, 0.74], [0.13, -0.05, -0.47], [-0.55, -0.50, -0.07], [0.59, 0.20, -0.26], [-0.50, -0.70, -0.65], [2.17, 2.10, 0.19], [-0.95, -0.20, 0.05], [0.06, 0.46, 0.10], [-1.73, -3.26, -2.45], [1.39, 2.84, 2.08], [-2.02, -2.06, -0.15], [0.54, 1.21, 0.73], [-0.64, -0.40, 0.67], [0.59, 0.16, -0.73], [-0.34, 0.03, 0.54], [1.15, 0.58, -0.65], [-0.19, 0.04, 0.19], [-0.01, 0.06, 0.10], [-0.20, 0.06, 0.22], [0.15, -0.17, 0.00], [0.13, -0.06, -0.02], [0.23, 0.01, 0.03], [0.03, -0.03, -0.12], [-0.01, -0.05, -0.16], [-0.13, -0.11, 0.09], [0.07, 0.05, -0.02], [-0.31, -0.10, 0.23], [-0.80, 0.00, 1.01], [1.33, 0.20, -1.61], [-0.46, -0.27, 0.59], [-0.15, 0.01, -0.11]],
  "orbital_gap_ev": [4.47, 3.91],
  "homo_ha": [-0.4509, -0.4518],
  "total_charge": 2,
  "spin_multiplicity": 2
}